# 1
Below is a molecular structure, C34H26ClN5O4PbS at a distorted geometry, with properties calculated with ωB97M-V/def2-TZVPD.

Its HOMO-LUMO gap is 3.6 eV. The molar mass comes out at 843.333 g/mol. As for the HOMO energy: -13.8 eV. The lowest unoccupied orbital energy comes out at -10.19 eV.

Geometry as ORCA input:
```
! wB97M-V def2-TZVPD RIJCOSX def2/J DEFGRID3
* xyz 2 1
Pb 1.0072 1.1701 -1.2046
O -5.1148 0.6758 -1.1757
C -4.5127 -0.5555 -1.3283
O -5.2468 -1.5326 -1.3162
C -3.0819 -0.6674 -1.4431
C -2.3722 -1.8831 -1.5167
Cl -2.9041 -3.4773 -1.7632
N -1.0054 -1.6749 -1.5138
N -0.8133 -0.2696 -1.4094
C -2.0553 0.3153 -1.4087
C -2.1265 1.8145 -1.1710
O -3.1768 2.4497 -1.1713
O -0.9997 2.3921 -0.9298
C 0.0666 -2.6060 -1.2355
C 0.9809 -2.9152 -2.2385
C 1.9759 -3.8997 -1.9872
C 2.1480 -4.4511 -0.6979
C 1.2417 -4.0510 0.2627
C 0.2222 -3.1546 0.0062
H -4.4128 1.3845 -1.2093
H 0.8994 -2.4734 -3.2345
H 2.5892 -4.2371 -2.8145
H 2.9721 -5.1412 -0.4817
H 1.1550 -4.5713 1.2335
H -0.5402 -2.8849 0.7317
C -3.7362 -0.4046 4.8684
C -3.1596 0.7632 4.0381
C -3.4841 2.0775 4.7614
C -3.8871 0.8077 2.6622
C -1.6517 0.7405 3.8948
C -0.9341 0.5631 5.0733
C 0.4361 0.6814 5.0797
C 1.1021 0.9641 3.8653
S 2.8210 1.1370 3.6018
C 2.5420 1.1749 1.8818
N 1.2556 1.1431 1.5278
C 0.4249 1.0045 2.6377
C -0.9828 0.9793 2.6513
C 3.6391 1.2949 0.9484
C 4.9608 1.3104 1.3983
C 5.9881 1.2840 0.4537
C 5.6666 1.2639 -0.8932
C 4.3459 1.2179 -1.3486
C 3.3601 1.2471 -0.4093
H -4.8329 -0.5144 4.6557
H -3.6343 -0.3195 5.9644
H -3.2986 -1.3735 4.5918
H -4.5427 2.1073 5.0497
H -3.3061 2.9728 4.1526
H -2.8763 2.1537 5.6932
H -4.9245 1.1306 2.7815
H -3.8628 -0.1980 2.2223
H -3.3919 1.5205 2.0038
H -1.4350 0.3615 6.0157
H 0.9968 0.5640 6.0014
H -1.6132 1.1004 1.7797
H 5.2435 1.3148 2.4446
H 7.0062 1.3290 0.7851
H 6.4194 1.3552 -1.6901
H 4.1886 1.1221 -2.4681
N 3.1736 -2.0700 -7.3540
C 2.6676 -1.2210 -6.7677
C 1.9698 -0.2587 -5.9817
C 0.8828 0.4620 -6.5225
C 0.4071 1.5726 -5.8306
C 0.9586 1.9469 -4.5683
N 1.9146 1.1490 -4.0250
C 2.4171 0.1204 -4.6962
H 0.4618 0.1365 -7.4828
H -0.4268 2.1564 -6.2011
H 0.5615 2.7882 -3.9892
H 3.2742 -0.4148 -4.2403
*
```


# 2
Below is a molecular structure, C34H26CrF3N2O3 at a distorted geometry, with properties calculated with ωB97M-V/def2-TZVPD.

The expectation value of S² is 3.84. Its HOMO-LUMO gap (spin up / spin down) is 6.9 / 6.0 eV. The molar mass comes out at 619.583 g/mol. As for the HOMO energy (spin up / spin down): -12.3 / -13.7 eV. The lowest unoccupied orbital energy (spin up / spin down) comes out at -5.41 / -7.69 eV.

Geometry as ORCA input:
```
! wB97M-V def2-TZVPD RIJCOSX def2/J DEFGRID3
* xyz 2 4
O 2.8758 3.6934 -0.2987
C 2.8268 2.5596 -0.0294
Cr 2.6319 0.8907 0.9051
C 1.2513 2.0248 1.5032
O 0.4765 2.8526 1.7905
C 3.6626 1.8312 2.2039
O 4.1146 2.6381 2.9114
C 3.9827 -0.5208 -0.0316
C 2.9080 -0.2956 -0.9040
C 1.5974 -0.3971 -0.4466
C 1.3212 -0.7283 0.9118
C 0.0665 -0.2739 1.5493
C -0.9959 0.0714 2.0930
C -2.2025 0.4414 2.6347
C -3.2873 0.7147 1.7241
C -4.6706 0.6517 2.0699
C -5.6493 1.1740 1.2146
C -5.2845 1.7344 -0.0266
C -3.9538 1.6233 -0.4663
C -2.9830 1.0857 0.3798
C 2.4172 -1.1165 1.7207
C 3.7221 -1.0064 1.2578
H 5.0104 -0.3646 -0.3672
H 3.1021 0.0217 -1.9292
H 0.7555 -0.1444 -1.0975
H -2.3584 0.4894 3.7140
H -4.9602 0.1801 3.0122
H -6.7046 1.1813 1.5085
H -6.0219 2.2584 -0.6444
H -3.6593 1.9827 -1.4569
H -1.9467 0.9824 0.0455
H 2.2080 -1.4401 2.7443
H 4.5484 -1.2573 1.9225
C -2.6132 5.0514 5.0010
N -2.9429 3.9708 5.8970
C -2.0654 2.8301 6.0978
H -2.1399 2.1294 5.1961
C -0.6113 3.2062 6.2977
C -0.2312 4.0614 7.3401
C 1.1037 4.4067 7.5111
C 2.0463 3.8875 6.6330
C 3.4992 4.2560 6.7964
F 4.3305 3.2361 6.4309
F 3.8385 5.3304 6.0133
F 3.8243 4.5849 8.0819
C 1.6867 3.0578 5.5828
C 0.3519 2.6946 5.4240
N -2.6734 2.2216 7.2712
C -2.0106 1.2016 8.0467
C -3.7584 2.9366 7.7177
C -3.9295 4.0374 6.8495
C -4.7236 5.1310 7.2119
C -5.3325 5.0953 8.4689
C -5.1611 4.0010 9.3343
C -4.3761 2.9027 8.9730
H -3.3813 5.8199 5.0972
H -1.6460 5.5111 5.2469
H -2.5849 4.6661 3.9763
H -0.9730 4.4680 8.0336
H 1.4058 5.0666 8.3224
H 2.4521 2.6989 4.9018
H 0.0468 2.0175 4.6252
H -2.6108 1.0039 8.9361
H -1.9242 0.2960 7.4383
H -1.0124 1.5170 8.3798
H -4.8108 5.9781 6.5293
H -5.9375 5.9421 8.7916
H -5.6356 4.0176 10.3150
H -4.2005 2.0523 9.6342
*
```


# 3
Below is a molecular structure, C34H27Br5CdN7O3 at a distorted geometry, with properties calculated with ωB97M-V/def2-TZVPD.

Its HOMO-LUMO gap is 4.2 eV. The molar mass comes out at 1093.568 g/mol. As for the HOMO energy: -3.2 eV. The lowest unoccupied orbital energy comes out at 0.96 eV.

Geometry as ORCA input:
```
! wB97M-V def2-TZVPD RIJCOSX def2/J DEFGRID3
* xyz -1 1
Cd 0.6988 0.4207 1.4565
Br 2.0983 -4.9167 6.2640
C 2.2307 -3.3897 5.2106
C 3.3961 -2.5173 5.2779
Br 4.7891 -2.9528 6.4485
C 3.5060 -1.3976 4.4885
Br 4.9468 -0.1675 4.5215
C 2.4323 -1.0245 3.5867
O 2.4734 0.0457 2.8684
C 1.2192 -1.8774 3.5561
O 0.2526 -1.5555 2.7920
C 1.1824 -3.0801 4.3806
Br -0.3949 -4.1042 4.2105
N 0.4945 2.1312 3.3676
C -0.4450 3.2554 3.3666
C 0.1620 4.5275 2.7575
C 0.6305 4.4199 1.2797
N 1.8414 3.6250 1.0773
H 0.5716 1.6881 4.2848
H 1.4184 2.4520 3.0997
H -0.7256 3.4758 4.4200
H -1.3559 2.9479 2.8221
H 0.9937 4.8923 3.4055
H -0.6310 5.2871 2.7806
H 0.8177 5.4720 0.9509
H -0.2227 4.0264 0.7086
H 2.6445 4.2476 1.0141
H 1.7732 3.1492 0.1645
Br -2.0502 0.4567 -6.6339
C -2.5992 -0.7264 -5.3360
C -2.3293 -2.1214 -5.4685
C -2.8389 -3.0184 -4.5417
C -3.5451 -2.5757 -3.3933
C -3.7185 -1.2018 -3.1840
C -3.2758 -0.3270 -4.1775
N -3.7339 -3.5968 -2.4984
N -4.2944 -3.2833 -1.3583
C -3.4015 -2.8009 -0.4255
C -4.0633 -2.3038 0.7299
C -3.4535 -1.3318 1.4681
C -2.1621 -0.7724 1.0954
O -1.7485 0.3058 1.6093
C -1.4066 -1.5557 0.0900
N -0.0969 -1.3111 -0.0240
C 0.6656 -1.9817 -0.8686
C 0.1537 -3.0033 -1.6755
C -1.1811 -3.3313 -1.5152
C -2.0086 -2.6142 -0.6268
H -1.7292 -2.5124 -6.2827
H -2.7009 -4.0995 -4.5799
H -4.2110 -0.8513 -2.2891
H -3.5214 0.7356 -4.0391
H -5.0681 -2.6921 0.8827
H -3.8959 -0.8382 2.3322
H 1.7251 -1.7477 -0.8621
H 0.7891 -3.5274 -2.3776
H -1.6260 -4.1818 -2.0384
C 4.8369 0.5221 -0.7794
C 4.4717 0.8021 -2.1130
C 3.1497 1.0354 -2.4402
C 2.1732 1.0751 -1.4106
N 2.5036 0.7499 -0.1515
C 3.7985 0.5317 0.1566
C 0.7742 1.5044 -1.7081
C 0.3150 1.7260 -3.0354
C -0.9899 2.1596 -3.2757
C -1.8659 2.3220 -2.1870
C -1.3289 2.0700 -0.9209
N -0.0688 1.7057 -0.6575
H 5.8517 0.3629 -0.4222
H 5.2425 0.8309 -2.8849
H 2.8461 1.2382 -3.4639
H 3.9634 0.3219 1.2056
H 1.0190 1.5787 -3.8665
H -1.3112 2.3340 -4.3156
H -2.8884 2.6894 -2.2605
H -1.9640 2.1686 -0.0418
*
```


# 4
Below is 18 unconnected molecules or ions with the total composition C34H27Cl68N3P at a distorted geometry, with properties calculated with ωB97M-V/def2-TZVPD.

Its HOMO-LUMO gap is 8.9 eV. The molar mass comes out at 2919.389 g/mol. As for the HOMO energy: -11.7 eV. The lowest unoccupied orbital energy comes out at -2.76 eV.

Geometry as ORCA input:
```
! wB97M-V def2-TZVPD RIJCOSX def2/J DEFGRID3
* xyz 1 1
C 8.8372 -0.5396 1.6219
C 7.7481 -0.3842 1.1471
C 6.4007 -0.1462 0.7972
C 5.7196 1.0223 0.9563
C 6.2515 2.2947 1.4943
C 7.3430 2.9164 0.5496
N 7.3167 4.3735 0.4984
N 4.4297 0.7696 0.5114
C 3.4787 1.7508 0.6001
C 2.8893 2.7914 0.5815
C 4.3118 -0.5083 0.0687
C 3.1383 -1.2176 -0.4825
C 2.1111 -0.3914 -1.2957
C 0.7161 -0.4628 -0.6713
C -0.3263 0.3518 -1.4237
C -1.7355 -0.0147 -0.8837
C -2.3626 1.1417 -0.1146
N 5.5168 -1.0746 0.2537
P 5.7838 -2.7970 -0.1777
C 6.1290 -2.8650 -1.9704
C 7.2901 -3.3770 0.6671
H 9.8348 -0.6439 1.9890
H 6.7105 2.1307 2.4667
H 5.4501 3.0217 1.5918
H 8.3238 2.6313 0.9196
H 7.1793 2.5087 -0.4443
H 7.0584 4.7651 1.3957
H 6.6282 4.6907 -0.1728
H 2.3645 3.6812 0.8405
H 3.4845 -2.0250 -1.1112
H 2.6242 -1.7026 0.3522
H 2.0198 -0.8933 -2.2586
H 2.4343 0.6267 -1.5045
H 0.7677 -0.2067 0.3904
H 0.4222 -1.5152 -0.7178
H -0.2820 0.1373 -2.4868
H -0.1518 1.4066 -1.2126
H -1.6593 -0.9042 -0.2593
H -2.3919 -0.2595 -1.7166
H -3.4357 1.0205 -0.0073
H -1.9010 1.2801 0.8611
H -2.2099 2.0575 -0.6872
H 6.4936 -3.8763 -2.1394
H 5.2220 -2.6969 -2.5401
H 6.9025 -2.1707 -2.2995
H 7.4570 -4.3952 0.3240
H 8.1699 -2.8080 0.3725
H 7.1604 -3.3308 1.7421
C 0.9869 0.9087 4.6515
Cl 0.0375 2.3610 4.3263
Cl 2.2200 0.7024 3.3859
Cl 1.7979 1.1107 6.2047
Cl -0.0567 -0.5058 4.7049
C -2.7820 -1.2770 8.2399
Cl -4.0650 -1.5570 7.0584
Cl -1.5532 -0.2248 7.5245
Cl -3.4603 -0.5093 9.6789
Cl -2.0455 -2.8169 8.6880
C -4.2917 0.3573 13.9477
Cl -5.3867 0.0477 15.2919
Cl -3.5123 1.9279 14.1548
Cl -3.0618 -0.9089 13.8773
Cl -5.2201 0.3477 12.4431
C -3.0166 6.1486 2.9434
Cl -3.0955 7.6765 3.8178
Cl -2.6313 6.4618 1.2454
Cl -1.7484 5.1322 3.6507
Cl -4.5676 5.3175 3.0547
C -2.4321 -1.2785 -5.1591
Cl -2.9959 0.3345 -4.7177
Cl -1.4851 -1.1976 -6.6407
Cl -1.4296 -1.9152 -3.8443
Cl -3.8181 -2.3454 -5.4069
C -2.3890 -3.2025 -10.4566
Cl -2.9858 -2.9318 -8.8152
Cl -1.4533 -4.7056 -10.4993
Cl -3.7517 -3.3199 -11.5698
Cl -1.3493 -1.8559 -10.9340
C -3.7214 1.9324 -9.0027
Cl -2.0131 2.3876 -8.9062
Cl -4.4830 2.7445 -10.3661
Cl -3.8109 0.1665 -9.1975
Cl -4.5410 2.4018 -7.5109
C -9.2702 -0.8518 16.3686
Cl -9.3647 0.6449 17.2991
Cl -8.7776 -0.4811 14.7131
Cl -8.0746 -1.9269 17.1024
Cl -10.8469 -1.6430 16.3547
C -6.8634 -3.6342 11.0348
Cl -8.1594 -3.9084 9.8657
Cl -5.6354 -2.5794 10.3222
Cl -7.5240 -2.8669 12.4816
Cl -6.1272 -5.1788 11.4726
C 12.2111 -3.6852 2.9801
Cl 11.0311 -2.5352 2.3067
Cl 13.5842 -3.8060 1.8842
Cl 12.7457 -3.1053 4.5543
Cl 11.4413 -5.2617 3.1513
C -1.6486 6.6465 -9.3811
Cl -2.0593 7.3094 -10.9633
Cl -0.1081 5.7861 -9.4896
Cl -1.4938 7.9650 -8.2123
Cl -2.9100 5.5319 -8.8587
C 10.9817 0.6841 6.3161
Cl 9.9028 0.3055 7.6587
Cl 11.3384 2.4102 6.3087
Cl 12.4803 -0.2302 6.4868
Cl 10.1856 0.2438 4.7933
C -7.2972 2.3259 2.7742
Cl -6.5741 3.3263 1.5058
Cl -8.9583 1.9290 2.3372
Cl -6.3632 0.8378 2.9591
Cl -7.2828 3.2180 4.2978
C -5.3019 -6.6987 -7.9069
Cl -6.4469 -5.3815 -7.6190
Cl -3.9277 -6.0794 -8.8239
Cl -4.7355 -7.3391 -6.3606
Cl -6.0998 -7.9816 -8.8192
C 3.3966 8.4724 -10.6947
Cl 1.9278 8.3421 -9.7239
Cl 3.9993 10.1310 -10.6466
Cl 4.6265 7.3806 -10.0449
Cl 3.0359 8.0233 -12.3633
C -7.7066 -0.1675 -11.9822
Cl -7.4786 -1.3102 -13.3102
Cl -7.9348 1.4584 -12.6366
Cl -9.1300 -0.6297 -11.0444
Cl -6.2802 -0.1806 -10.9408
C -8.0131 -7.9180 -3.9574
Cl -9.4310 -8.0536 -2.9154
Cl -7.5039 -6.2282 -4.0415
Cl -6.6977 -8.8944 -3.2940
Cl -8.4138 -8.4944 -5.5772
*
```


What is the formula in the third record? C34H27Br5CdN7O3